--- P ---
20
Properties=species:S:1:pos:R:3:lowdin_charge:R:1 method="wB97M-V/def2-TZVPD" lumo_ev="-4.16 / -6.06" spin_multiplicity=6 gap_ev="5.6 / 7.7" s2=8.763 charge=+1
O -0.905 1.239 1.107 -0.308
C 0.201 1.683 1.812 -0.299
C 1.469 1.239 1.099 -0.182
O 1.301 1.580 -0.278 -0.390
C 1.758 2.877 -0.640 -0.067
Mg 0.318 0.358 -1.665 0.866
H 0.312 1.428 2.882 0.134
H 0.172 2.791 1.803 0.130
H 1.675 0.162 1.174 0.131
H 2.356 1.720 1.539 0.140
H 1.915 2.936 -1.724 0.091
H 1.012 3.630 -0.354 0.108
H 2.710 3.080 -0.128 0.110
O -2.292 -2.327 0.688 -0.043
C -1.922 -3.112 -0.246 0.121
C -0.902 -2.475 -1.187 -0.283
O -0.430 -1.216 -0.795 -0.474
Co -1.411 -0.467 0.654 0.930
H -1.358 -2.491 -2.197 0.142
H -0.045 -3.178 -1.237 0.145



--- Q ---
20
Properties=species:S:1:pos:R:3:lowdin_charge:R:1 method="wB97M-V/def2-TZVPD" lumo_ev="-4.82 / -5.81" spin_multiplicity=6 gap_ev="4.0 / 6.1" s2=8.765 charge=+1
O 2.012 -2.005 -0.222 -0.165
C 0.963 -2.534 0.377 -0.243
C -0.095 -1.802 0.789 -0.220
O 0.042 -0.417 0.612 -0.225
C -1.035 0.285 -0.013 -0.122
C -0.512 1.663 -0.333 -0.133
O 0.739 1.515 -1.022 -0.293
C 1.192 2.723 -1.641 -0.019
Co 1.733 -0.076 -0.399 1.126
H 0.956 -3.618 0.550 0.139
H -1.896 0.349 0.665 0.154
H -1.329 -0.249 -0.929 0.158
H -0.343 2.253 0.580 0.155
H -1.226 2.191 -0.980 0.155
H 2.149 2.511 -2.127 0.109
H 0.458 3.043 -2.390 0.116
H 1.320 3.504 -0.880 0.117
H -0.997 -2.171 1.289 -0.062
Mg -1.428 -2.965 2.795 0.776
O -2.703 -4.202 3.277 -0.524



The computed energies, referenced to the most stable structure and given in hartree, are P 0.0000; Q 0.1332.



--- P ---
46
Properties=species:S:1:pos:R:3:lowdin_charge:R:1 method="wB97M-V/def2-TZVPD" lumo_ev="-0.20 / -0.21" spin_multiplicity=2 gap_ev="9.5 / 9.5" s2=0.762 charge=0
V 0.578 -1.107 -0.211 0.960
C 3.553 0.590 6.660 -0.044
C 2.861 0.728 5.334 -0.259
C 2.513 1.977 4.833 -0.026
C 1.892 2.105 3.599 -0.039
C 1.617 0.962 2.870 -0.285
C 1.948 -0.303 3.347 -0.035
C 2.568 -0.407 4.575 -0.022
S 0.845 1.115 1.308 0.672
O 0.497 2.479 1.065 -0.252
O -0.256 0.107 1.275 -0.343
N 1.861 0.454 0.264 -0.171
C 1.966 0.859 -1.071 -0.369
C 2.469 2.045 -1.583 0.013
C 2.542 2.151 -2.960 -0.039
C 2.123 1.101 -3.775 -0.043
C 1.604 -0.034 -3.187 -0.073
N 1.524 -0.133 -1.858 0.048
H 3.513 1.518 7.227 0.077
H 4.603 0.326 6.517 0.088
H 3.097 -0.199 7.258 0.084
H 2.724 2.865 5.417 0.116
H 1.613 3.074 3.208 0.115
H 1.719 -1.188 2.766 0.111
H 2.826 -1.387 4.958 0.122
H 2.789 2.834 -0.919 0.122
H 2.935 3.055 -3.406 0.115
H 2.187 1.171 -4.850 0.109
H 1.222 -0.877 -3.745 0.115
O 1.109 -2.491 0.263 -0.294
O -0.450 -2.257 -2.844 0.048
C -1.342 -1.735 -2.194 -0.553
O -1.172 -1.165 -1.034 -0.136
C -2.755 -1.699 -2.707 -0.107
C -3.053 -2.339 -3.904 0.001
C -4.344 -2.318 -4.411 -0.049
C -5.347 -1.650 -3.727 0.003
C -5.025 -1.019 -2.538 -0.130
C -3.750 -1.030 -2.008 0.071
N -6.091 -0.303 -1.809 -0.354
O -5.791 0.249 -0.771 0.084
O -7.205 -0.308 -2.294 0.072
H -2.255 -2.852 -4.425 0.121
H -4.572 -2.820 -5.341 0.109
H -6.361 -1.611 -4.093 0.119
H -3.528 -0.532 -1.076 0.131



--- Q ---
46
Properties=species:S:1:pos:R:3:lowdin_charge:R:1 method="wB97M-V/def2-TZVPD" lumo_ev="-0.60 / -0.58" spin_multiplicity=2 gap_ev="8.9 / 8.9" s2=0.762 charge=0
V 0.445 0.201 -0.397 1.042
C 0.248 -5.120 6.357 -0.046
C 0.602 -4.012 5.402 -0.265
C 1.348 -4.273 4.257 -0.029
C 1.659 -3.260 3.363 -0.054
C 1.213 -1.975 3.621 -0.312
C 0.486 -1.683 4.766 -0.050
C 0.183 -2.706 5.648 -0.031
S 1.552 -0.686 2.467 0.599
O 2.619 -1.152 1.625 -0.297
O 1.696 0.536 3.190 -0.283
N 0.191 -0.554 1.542 -0.178
C -0.405 -1.706 1.024 -0.383
C -1.086 -2.719 1.695 0.015
C -1.679 -3.703 0.930 -0.028
C -1.618 -3.664 -0.465 -0.046
C -0.961 -2.611 -1.060 -0.072
N -0.360 -1.678 -0.314 0.014
H 0.964 -5.938 6.297 0.078
H -0.739 -5.526 6.125 0.086
H 0.221 -4.761 7.385 0.080
H 1.699 -5.280 4.067 0.116
H 2.246 -3.452 2.475 0.119
H 0.176 -0.663 4.957 0.122
H -0.376 -2.486 6.550 0.117
H -1.150 -2.711 2.770 0.114
H -2.217 -4.507 1.416 0.117
H -2.094 -4.425 -1.064 0.109
H -0.897 -2.483 -2.132 0.131
O 1.826 0.190 -1.104 -0.279
O -1.124 1.349 -3.134 0.098
C -1.248 1.933 -2.082 -0.525
O -0.858 1.427 -0.916 -0.164
C -2.027 3.211 -1.975 -0.114
C -2.537 3.783 -3.134 0.004
C -3.271 4.956 -3.073 -0.044
C -3.507 5.565 -1.850 0.008
C -2.993 4.977 -0.710 -0.129
C -2.256 3.810 -0.746 0.066
N -3.248 5.613 0.596 -0.357
O -3.888 6.641 0.602 0.080
O -2.798 5.070 1.580 0.087
H -2.345 3.289 -4.077 0.124
H -3.665 5.398 -3.978 0.111
H -4.078 6.478 -1.767 0.121
H -1.874 3.380 0.167 0.128



The computed energies, referenced to the most stable structure and given in hartree, are P 0.0000; Q 0.0318.



--- P ---
19
Properties=species:S:1:pos:R:3:lowdin_charge:R:1 method="wB97M-V/def2-TZVPD" lumo_ev=0.74 spin_multiplicity=1 smiles="CC(=O)C(N)(N)N(N)O" gap_ev=8.7 charge=0
C -1.632 -1.197 0.210 -0.021
C -1.112 0.186 -0.124 -0.387
O -1.918 1.104 -0.367 0.025
C 0.317 0.550 0.441 -0.561
N 0.454 1.972 0.429 0.086
N 0.615 0.053 1.740 0.088
N 1.212 -0.014 -0.594 -0.163
N 0.359 -0.183 -1.871 0.071
O 2.069 -1.021 -0.207 -0.015
H -2.423 -1.108 0.958 0.090
H -0.861 -1.864 0.600 0.075
H -2.041 -1.643 -0.700 0.081
H -0.375 2.495 0.153 0.071
H 1.326 2.376 0.112 0.083
H 1.512 -0.016 2.208 0.089
H -0.014 0.139 2.531 0.093
H -0.193 0.599 -2.220 0.098
H 0.246 -1.130 -2.241 0.088
H 2.457 -1.299 -1.057 0.109



--- Q ---
19
Properties=species:S:1:pos:R:3:lowdin_charge:R:1 method="wB97M-V/def2-TZVPD" lumo_ev=0.72 spin_multiplicity=1 smiles="[H]/N=C/ON.CNC(N)=O" gap_ev=10.2 charge=0
H 1.793 -0.389 -1.769 0.065
N 0.889 0.041 -1.618 0.055
C 0.943 1.161 -0.997 -0.322
O -0.060 2.018 -0.936 -0.097
N -1.305 1.627 -1.519 0.087
H 1.840 1.640 -0.595 0.142
H -1.110 0.785 -2.062 0.065
H -1.919 1.387 -0.738 0.069
C 1.151 -0.846 1.609 -0.101
N -0.010 -0.017 1.355 -0.014
C -1.185 -0.518 0.796 -0.660
N -0.996 -1.458 -0.167 0.133
O -2.253 0.024 1.038 0.013
H 0.917 -1.712 2.233 0.084
H 1.909 -0.244 2.116 0.086
H 1.562 -1.209 0.664 0.060
H -0.213 0.672 2.065 0.136
H -1.842 -1.691 -0.665 0.099
H -0.112 -1.270 -0.810 0.099



The computed energies, referenced to the most stable structure and given in hartree, are P 0.1228; Q 0.0000.



--- P ---
13
Properties=species:S:1:pos:R:3:lowdin_charge:R:1 method="wB97M-V/def2-TZVPD" lumo_ev=-1.11 spin_multiplicity=1 gap_ev=4.0 charge=0
C -3.215 -1.260 1.424 -0.750
S -2.631 -0.013 0.294 0.027
H -3.923 -0.926 2.067 -0.059
H -3.956 -1.898 0.790 0.026
H -2.508 -1.842 1.887 -0.046
N 0.952 0.910 -0.130 0.179
C 1.923 0.935 -1.142 -0.145
N 3.151 0.432 -1.180 0.114
H 1.101 0.256 0.622 0.105
H 0.035 1.313 -0.269 0.052
H 1.536 1.536 -2.050 0.176
H 3.835 0.377 -2.002 0.168
H 3.699 0.180 -0.312 0.154



--- Q ---
13
Properties=species:S:1:pos:R:3:lowdin_charge:R:1 method="wB97M-V/def2-TZVPD" lumo_ev=0.46 spin_multiplicity=1 gap_ev=7.6 charge=0
C 0.738 -1.872 -1.263 -0.600
S 1.250 -0.759 0.068 0.385
H 1.074 -1.509 -2.246 0.003
H 1.210 -2.847 -1.183 0.000
H -0.348 -1.921 -1.372 0.009
N -0.833 1.767 -0.618 0.138
C -1.239 1.615 0.618 -0.273
N -1.111 0.476 1.241 0.041
H -0.262 1.044 -1.035 0.059
H -0.938 2.573 -1.208 0.117
H -1.594 2.461 1.192 0.136
H -1.751 0.398 2.011 0.094
H -0.181 -0.165 0.820 -0.109



The computed energies, referenced to the most stable structure and given in hartree, are P 0.0901; Q 0.0000.